No. 1
{"formula": "C19H27N5O2S", "method": "wB97M-V/def2-TZVPD", "spin_multiplicity": 1, "homo_lumo_gap_ev": 8.385, "relative_energy_ev": 0.120, "largest_force_ev_per_a": 1.2, "elements": ["C", "C", "C", "O", "N", "C", "C", "C", "C", "C", "C", "C", "H", "H", "H", "H", "H", "N", "C", "O", "C", "H", "H", "S", "C", "N", "N", "C", "N", "C", "C", "H", "H", "H", "H", "H", "C", "C", "H", "H", "H", "C", "H", "H", "H", "H", "H", "H", "H", "H", "H", "H", "H", "H"], "coordinates": [[5.2179, 1.3264, -5.9744], [4.1788, 0.2540, -5.6782], [3.7085, 0.3242, -4.2284], [4.1206, 1.1285, -3.4296], [2.7795, -0.6389, -3.9488], [2.1336, -0.8734, -2.7254], [1.8871, 0.1733, -1.8470], [1.2424, -0.0721, -0.6416], [0.8522, -1.3689, -0.3169], [1.0899, -2.3984, -1.2056], [1.7258, -2.1783, -2.4184], [1.9795, -3.3172, -3.3643], [3.0395, -3.3931, -3.6076], [1.4204, -3.1904, -4.2935], [1.6668, -4.2551, -2.9129], [0.7791, -3.4010, -0.9494], [0.3648, -1.5607, 0.6276], [0.9743, 0.9347, 0.2889], [0.9150, 2.2671, 0.0730], [1.0958, 2.8385, -0.9780], [0.5784, 3.0437, 1.3500], [1.0589, 2.6187, 2.2295], [0.8629, 4.0867, 1.2146], [-1.2136, 3.0934, 1.6772], [-1.4398, 1.5569, 2.4547], [-0.5584, 0.5971, 2.5705], [-1.1439, -0.4142, 3.2337], [-2.3663, -0.0703, 3.5189], [-2.6136, 1.1967, 3.0510], [-3.8187, 1.9824, 3.0945], [-4.7199, 1.6827, 1.9006], [-5.0154, 0.6358, 1.8962], [-5.6130, 2.2987, 1.9508], [-4.1965, 1.9027, 0.9733], [-4.3390, 1.7717, 4.0328], [-3.5245, 3.0358, 3.0846], [-3.3405, -0.9365, 4.2395], [-2.7870, -1.2845, 5.6229], [-2.6366, -0.3846, 6.2157], [-3.4789, -1.9369, 6.1499], [-1.8319, -1.7907, 5.5156], [-3.5862, -2.2060, 3.4203], [-3.9925, -1.9624, 2.4407], [-4.2890, -2.8550, 3.9368], [-2.6482, -2.7362, 3.2819], [-4.2858, -0.3962, 4.3545], [0.6361, 0.6024, 1.2002], [2.2014, 1.1708, -2.0990], [2.6010, -1.3249, -4.6672], [3.3088, 0.3810, -6.3279], [4.5978, -0.7387, -5.8644], [6.0817, 1.1972, -5.3278], [5.5396, 1.2723, -7.0117], [4.8010, 2.3112, -5.7823]]}


No. 2
{"formula": "C34H56NO9P", "method": "wB97M-V/def2-TZVPD", "spin_multiplicity": 1, "homo_lumo_gap_ev": 6.880, "relative_energy_ev": 0.000, "largest_force_ev_per_a": 3.0, "elements": ["C", "C", "C", "C", "C", "C", "C", "C", "C", "O", "N", "P", "C", "C", "C", "C", "O", "H", "H", "H", "H", "H", "H", "H", "H", "H", "H", "H", "H", "H", "H", "C", "C", "O", "C", "H", "H", "H", "H", "H", "H", "C", "C", "O", "C", "H", "H", "H", "H", "H", "H", "C", "C", "O", "C", "H", "H", "H", "H", "H", "H", "C", "C", "O", "C", "H", "H", "H", "H", "H", "H", "C", "C", "O", "C", "H", "H", "H", "H", "H", "H", "C", "C", "O", "C", "H", "H", "H", "H", "H", "H", "C", "C", "O", "C", "H", "H", "H", "H", "H", "H"], "coordinates": [[5.7434, 2.8873, 1.0350], [6.4151, 2.8905, -0.1891], [6.0608, 2.0531, -1.3606], [6.9496, 1.1025, -1.8475], [6.5952, 0.3404, -2.9829], [5.3870, 0.5537, -3.6078], [4.5338, 1.4825, -3.0867], [4.8417, 2.2252, -1.9762], [3.6816, 3.1664, -1.6300], [3.5584, 3.9132, -0.6845], [2.7974, 3.0017, -2.7024], [1.0447, 2.8669, -2.3540], [0.4226, 4.4726, -1.6663], [0.7707, 1.6654, -0.9579], [-0.5856, 0.9612, -1.2489], [3.1631, 1.9182, -3.5681], [2.4966, 1.5168, -4.4845], [5.9540, 2.0858, 1.7497], [5.0347, 3.6727, 1.3047], [7.3000, 3.5308, -0.3044], [7.9035, 0.9172, -1.3701], [7.2415, -0.4284, -3.3951], [5.0724, 0.0211, -4.4986], [0.9906, 4.7348, -0.7719], [-0.6538, 4.3400, -1.4783], [0.5136, 5.2012, -2.4761], [1.5447, 0.8971, -0.8936], [0.6224, 2.1948, -0.0144], [-0.4458, -0.0692, -1.5864], [-1.2161, 0.9301, -0.3601], [-1.1664, 1.4812, -2.0165], [1.1231, 1.8400, 4.4165], [1.3664, 1.2253, 3.0591], [0.4777, 1.1120, 2.2494], [2.7699, 0.7588, 2.7560], [0.0774, 2.1294, 4.4986], [1.3514, 1.1162, 5.2006], [1.7454, 2.7277, 4.5413], [3.0694, -0.0119, 3.4686], [3.4634, 1.6000, 2.8089], [2.8020, 0.3410, 1.7517], [-2.6974, 7.2293, 0.1756], [-3.1683, 5.7954, 0.1891], [-2.5001, 4.9084, -0.2863], [-4.5096, 5.5159, 0.8217], [-1.7234, 7.2843, -0.3067], [-3.4023, 7.8485, -0.3815], [-2.6063, 7.6019, 1.1971], [-5.2928, 6.0613, 0.2925], [-4.4968, 5.8145, 1.8711], [-4.7208, 4.4499, 0.7621], [-4.6537, 2.2838, -2.6490], [-4.3341, 0.8822, -2.1837], [-3.6054, 0.6896, -1.2392], [-4.9601, -0.2593, -2.9457], [-4.1370, 3.0018, -2.0128], [-4.3188, 2.4203, -3.6786], [-5.7287, 2.4627, -2.5836], [-4.6369, -0.2309, -3.9887], [-6.0480, -0.1913, -2.8908], [-4.6466, -1.1990, -2.5050], [-5.7024, -1.8382, 1.4148], [-6.2343, -2.4540, 0.1495], [-5.5956, -2.4311, -0.8808], [-7.5950, -3.1015, 0.2133], [-4.7198, -1.4107, 1.2204], [-6.3708, -1.0445, 1.7529], [-5.6100, -2.5995, 2.1922], [-8.3466, -2.3640, 0.4991], [-7.5841, -3.9184, 0.9368], [-7.8506, -3.5020, -0.7663], [-1.3636, -5.1541, -0.1903], [-2.5787, -5.3224, 0.6869], [-2.4794, -5.6211, 1.8561], [-3.9242, -5.1015, 0.0477], [-0.4662, -5.3412, 0.3961], [-1.3993, -5.8650, -1.0173], [-1.3243, -4.1358, -0.5804], [-4.0726, -5.8128, -0.7666], [-3.9935, -4.0810, -0.3292], [-4.7052, -5.2535, 0.7923], [-4.2282, -3.9672, 6.1523], [-4.7757, -4.5241, 4.8614], [-5.5406, -3.8835, 4.1745], [-4.3307, -5.9061, 4.4656], [-4.6292, -2.9685, 6.3141], [-4.5219, -4.6048, 6.9876], [-3.1403, -3.9061, 6.0990], [-4.6318, -6.6276, 5.2283], [-3.2486, -5.9271, 4.3381], [-4.7968, -6.1773, 3.5220], [8.9076, -2.2066, -1.3747], [9.2964, -2.7424, -2.7317], [8.4863, -2.8448, -3.6231], [10.7379, -3.1430, -2.9269], [7.8493, -1.9530, -1.3784], [9.1011, -2.9695, -0.6196], [9.4829, -1.3038, -1.1608], [11.0028, -3.9375, -2.2275], [11.3891, -2.2816, -2.7700], [10.8763, -3.5079, -3.9424]]}


No. 3
{"formula": "C2H12N2O2", "method": "wB97M-V/def2-TZVPD", "spin_multiplicity": 1, "homo_lumo_gap_ev": 9.126, "relative_energy_ev": 2.434, "largest_force_ev_per_a": 6.0, "elements": ["C", "N", "C", "N", "H", "H", "H", "H", "H", "H", "H", "H", "H", "H", "O", "H", "H", "O"], "coordinates": [[-1.8946, 0.4674, 1.2050], [-0.8984, -0.3342, 0.4357], [-1.1185, -0.5633, -1.0619], [0.0575, -0.1515, -1.8713], [-2.2001, 1.3559, 0.7685], [-2.7356, -0.2536, 1.4309], [-1.4311, 0.5083, 2.2213], [0.1025, -0.1178, 0.7029], [-1.9671, -0.1202, -1.4659], [-1.1375, -1.7253, -0.9596], [0.5218, 0.6517, -1.4761], [0.7523, -0.7643, -2.0811], [3.4070, -1.2282, 0.3658], [2.8313, -2.7357, 0.2579], [3.2217, -2.0350, -0.1993], [0.9635, 3.1207, 0.1945], [0.5178, 1.5904, 0.6271], [1.0074, 2.3347, 0.9054]]}


No. 4
{"formula": "C35H39BMoN6O6S", "method": "wB97M-V/def2-TZVPD", "spin_multiplicity": 1, "homo_lumo_gap_ev": 6.426, "relative_energy_ev": 0.000, "total_charge": 2, "largest_force_ev_per_a": 0.6, "elements": ["Mo", "C", "C", "C", "C", "C", "N", "C", "C", "C", "C", "C", "C", "C", "N", "C", "C", "C", "N", "C", "C", "N", "C", "C", "C", "N", "H", "H", "H", "H", "H", "H", "H", "H", "H", "H", "H", "H", "H", "H", "H", "H", "H", "H", "C", "C", "C", "C", "C", "C", "C", "S", "O", "O", "N", "C", "C", "O", "O", "H", "H", "H", "H", "H", "H", "H", "H", "H", "C", "C", "C", "O", "B", "O", "C", "C", "C", "H", "H", "H", "H", "H", "H", "H", "H", "H", "H", "H", "H"], "coordinates": [[-0.2796, -0.1923, 0.7356], [-7.1768, -1.3883, -1.3338], [-5.7963, -1.3126, -0.7573], [-5.4266, -2.1206, 0.3216], [-4.1681, -2.0294, 0.8623], [-3.2293, -1.1344, 0.3344], [-1.9331, -1.0981, 0.8135], [-1.4922, -2.0064, 1.8211], [-1.1997, -3.3382, 1.4867], [-0.7731, -4.2111, 2.4582], [-0.6125, -3.7923, 3.7884], [-0.1036, -4.7449, 4.8234], [-0.8730, -2.4646, 4.1130], [-1.3081, -1.5746, 3.1468], [-1.4637, -0.2049, 3.4630], [-1.9168, 0.3875, 4.5872], [-1.7269, 1.7414, 4.4439], [-1.1158, 1.9032, 3.1966], [-0.9630, 0.7211, 2.6104], [-3.5904, -0.3066, -0.7263], [-4.8702, -0.4100, -1.2600], [-2.6729, 0.6383, -1.2507], [-2.9082, 1.4154, -2.3187], [-1.8765, 2.3149, -2.4514], [-1.0250, 2.0163, -1.4069], [-1.4773, 0.9889, -0.6678], [-7.5842, -2.3933, -1.2432], [-7.1890, -1.1033, -2.3841], [-7.8445, -0.7121, -0.7961], [-6.1382, -2.8237, 0.7331], [-3.8886, -2.6573, 1.6969], [-1.3240, -3.6572, 0.4587], [-0.5500, -5.2368, 2.1957], [-0.5157, -5.7413, 4.6715], [-0.3438, -4.4126, 5.8307], [0.9830, -4.8253, 4.7451], [-0.6869, -2.1086, 5.1181], [-2.3483, -0.1961, 5.3828], [-1.9891, 2.5113, 5.1468], [-0.7747, 2.7937, 2.6961], [-5.1847, 0.2176, -2.0794], [-3.7939, 1.3016, -2.9141], [-1.7677, 3.0850, -3.1931], [-0.1111, 2.5183, -1.1523], [3.9015, -0.1178, -6.1569], [2.9853, -0.6139, -5.0804], [3.2024, -1.8526, -4.4763], [2.3710, -2.3131, -3.4721], [1.3035, -1.5182, -3.0719], [1.0568, -0.2814, -3.6588], [1.9008, 0.1609, -4.6577], [0.2557, -2.0807, -1.8042], [-1.0761, -1.5803, -1.9708], [0.4941, -3.4583, -1.5140], [0.8554, -1.1960, -0.4413], [2.2231, -1.5067, -0.0640], [2.3886, -1.1121, 1.3960], [3.3672, -1.2588, 2.0497], [1.2533, -0.5445, 1.8739], [4.3455, -0.9443, -6.7083], [4.7167, 0.4637, -5.7214], [3.3746, 0.5263, -6.8586], [4.0274, -2.4697, -4.8069], [2.5298, -3.2823, -3.0189], [0.2038, 0.3087, -3.3495], [1.7131, 1.1143, -5.1346], [2.9338, -0.9262, -0.6559], [2.4272, -2.5721, -0.1943], [1.6299, 4.5388, -0.5012], [2.0354, 3.7122, 0.7056], [2.3538, 4.5988, 1.8882], [0.8543, 2.8773, 1.0619], [1.0737, 1.6747, 0.4899], [2.2737, 1.5033, -0.1048], [3.1112, 2.6337, 0.3812], [4.0841, 3.0099, -0.7130], [3.8405, 2.1192, 1.6105], [0.7306, 5.1070, -0.2653], [1.4471, 3.9200, -1.3816], [2.4157, 5.2474, -0.7613], [1.5498, 5.3177, 2.0414], [3.2700, 5.1596, 1.6979], [2.4870, 4.0211, 2.7999], [3.5786, 3.2134, -1.6545], [4.7932, 2.1976, -0.8674], [4.6505, 3.8955, -0.4221], [3.1468, 1.8310, 2.4021], [4.5198, 2.8749, 2.0032], [4.4304, 1.2444, 1.3400]]}